No. 1
Computed, not measured: an isolated molecule of C3H6N2O, with the ωB97M-V functional and the def2-TZVPD basis.

The electronic energy comes out at -302.60338 a.u. The structure (SMILES) is NN1CCC1=O. For the energy relative to the best compared isomer or geometry (same formula, charge and spin), the calculation gives 56.3 kcal per mole. The calculation puts the LUMO energy at 0.97 eV. The total charge is 0. The calculation puts the HOMO energy at -8.87 eV.

Last column: Mulliken charge in e.
Geometry (Å):
1 C 1.23985 0.11300 -0.02740  0.382
2 C 0.44905 1.39588 -0.04982  -0.373
3 C -0.85867 0.59688 -0.08171  -0.433
4 N -0.13703 -0.64899 -0.34337  0.085
5 N -0.63242 -1.87447 0.05695  -0.584
6 O 2.34144 -0.29757 0.11282  -0.509
7 H 0.59655 2.02351 0.82600  0.253
8 H 0.64400 1.97696 -0.94885  0.219
9 H -1.38667 0.59255 0.87542  0.260
10 H -1.55460 0.84293 -0.88284  0.245
11 H -0.40029 -2.11262 1.02316  0.223
12 H -0.30120 -2.60805 -0.56036  0.233

Forces on atoms 1 to 6 (eV/Å):
C -2.56 -2.51 -0.61
C -0.11 0.44 -0.06
C -0.24 -0.17 -0.11
N 3.07 1.78 0.59
N 0.02 -0.39 0.20
O -0.27 0.32 0.06


No. 2
Computed, not measured: a cluster of 2 separate species, C3H9BO2 in total, with the ωB97M-V functional and the def2-TZVPD basis.

The electronic energy comes out at -294.94942 a.u. For the energy relative to the best compared isomer or geometry (same formula, charge and spin), the calculation gives 95.8 kcal per mole. The calculation puts the LUMO energy at 0.10 eV. The total charge is 0. The calculation puts the HOMO energy at -9.28 eV.

Last column: Mulliken charge in e.
Geometry (Å):
1 B 0.41846 -0.22382 -0.05619  0.460
2 C -1.75821 -0.01468 -1.62224  -1.080
3 C 2.32489 -0.79264 1.21440  -0.570
4 C -1.14279 -0.45033 -0.27727  -0.358
5 O 1.82280 1.11030 -1.40131  -0.738
6 O 1.00115 -0.71765 0.94442  -0.197
7 H -1.58764 1.07278 -1.73900  0.290
8 H -1.20330 -0.56389 -2.28509  0.319
9 H -2.82642 -0.38979 -1.54906  0.322
10 H 2.45775 -0.80264 2.34986  0.214
11 H 2.76790 0.06983 0.79216  0.335
12 H 2.87781 -1.73266 0.78515  0.226
13 H -1.67024 0.00233 0.63096  0.284
14 H -1.36537 -1.53141 -0.36640  0.280
15 H 1.19478 1.01027 -2.13199  0.212

Forces on atoms 1 to 6 (eV/Å):
B -1.14 1.85 -2.83
C -1.48 1.39 2.97
C 3.67 -1.71 1.99
C -0.20 0.53 -0.18
O -2.35 -2.24 1.98
O -0.77 -1.25 0.86